Formula: C4H12NO
Source: OMol25
Level of theory: the ωB97M-V functional and the def2-TZVPD basis

Element x y z (Å)
C: -0.866 -2.607 -0.018
C: 0.253 -1.763 -0.706
C: 0.454 -0.680 0.303
C: 0.599 0.617 0.001
N: 1.003 1.634 1.022
H: -1.092 -2.579 0.983
H: -0.765 -3.702 -0.181
H: -1.768 -2.462 -0.654
H: 0.047 -1.568 -1.799
H: 1.232 -2.354 -0.792
H: 0.508 -1.038 1.296
H: 0.446 1.039 -1.032
H: 1.982 1.637 1.057
H: 0.439 2.477 0.869
H: 0.553 1.457 1.937
H: -0.259 3.629 -1.155
H: -1.837 3.130 -0.621
O: -0.930 3.133 -0.510

The value obtained for the frontier orbital gap is 10.76 eV. The HOMO energy comes out at -14.14 eV. The charge is +1. For the total energy, the calculation gives -289.281169 a.u. The energy above the lowest of the compared OMol25 structures with the same formula, charge and spin is 58.8 kcal per mole.